1.
Entry from OMol25: a structure of composition C42H50As2BiIN4O7S in a non-equilibrium geometry (wB97M-V/def2-TZVPD).

```
108
Properties=species:S:1:pos:R:3:mulliken_charge:R:1
H 2.0528 -0.6507 -2.4588 0.295
C -0.5086 -3.9387 -1.4339 -0.816
C 1.3007 -2.6009 -2.6567 -0.536
H 3.2048 -1.8998 -1.8485 0.423
H -1.5560 2.9371 6.0967 0.359
H -1.2338 -4.6920 0.4177 0.369
C 4.7281 0.2934 5.6984 1.460
H -0.8241 -2.4714 -2.7893 0.022
H 0.0425 3.8100 -0.4085 0.355
H -0.1345 4.8184 7.3277 0.291
O -2.4523 -1.6496 -1.8926 -0.447
C 6.7122 1.5907 5.4499 -0.236
N -0.1430 -2.6682 -2.0882 0.196
H 3.0900 -2.1020 0.9118 0.424
C 1.0664 -2.6818 1.5006 -1.033
H -0.4846 1.3122 4.7045 0.222
C 1.5553 1.9550 5.2444 0.292
H 7.6548 1.9645 5.8874 0.282
H 5.0624 -1.3805 7.9322 0.384
H -1.6184 4.3060 -0.9304 0.504
O -0.5733 -0.0463 2.0111 -0.467
H 0.4982 -1.4012 5.9104 0.573
C 4.2204 0.8872 4.5375 -0.535
H -1.0335 -4.1617 -5.7292 0.327
C 0.1245 2.0050 5.3289 -0.185
H 0.6687 1.3391 -1.0450 0.241
C 0.2767 3.9587 6.7565 -0.341
C -1.1512 -2.0287 -6.1163 0.838
H 1.1393 -2.1817 -3.6560 0.238
H -5.6260 0.5329 -4.2502 0.342
H -1.5961 -4.1577 -1.7358 0.357
C -2.9288 1.1015 -8.3623 -0.344
C 1.6374 3.9254 6.6598 -0.529
C -3.2273 1.5795 -1.9428 0.475
C 5.0382 1.7315 3.7824 0.046
C 4.0768 -1.3895 7.4937 -0.367
S -2.0242 -0.4068 2.3341 0.202
C -5.6172 2.4911 -3.2935 -0.564
C 2.4872 -0.6282 5.8035 -0.021
H -0.9971 -2.9203 1.6362 0.337
C -1.0187 3.4469 -0.6226 -1.906
H 1.1807 2.6222 -2.1755 0.412
C 1.7852 -2.0615 7.5342 -0.331
H 3.1336 -2.4583 9.0926 0.395
H -0.9762 2.5149 -4.0326 0.223
H 0.4727 1.1264 -2.8033 0.241
H -3.4013 1.8841 -9.0058 0.327
O -2.0465 -1.5499 3.2700 -0.685
H 0.9869 -2.6103 8.0446 0.327
C -1.8436 -0.9745 -6.8538 0.726
N -1.9318 1.3491 -1.7425 -0.294
C -1.0055 2.4687 -1.8539 1.771
H -0.4214 4.0640 -3.2900 0.461
H -2.6815 -3.3833 -5.3674 0.257
C -3.1273 -1.1168 -7.3813 -0.463
H 4.7067 2.0393 2.8056 0.108
C 2.2915 3.0125 5.8424 -0.268
C 1.4392 -1.3237 6.4002 -0.698
H 2.3613 -3.3580 -0.2135 0.321
H -6.4937 2.8741 -3.9122 0.207
C -3.6648 -0.0690 -8.0762 -0.542
H 0.0683 -4.7880 -1.8575 0.367
As -3.8693 -1.3018 -2.7958 0.445
C 2.1506 -2.4761 0.4219 -0.590
H -4.7189 -2.3105 -0.8824 0.284
O -2.5244 -0.9888 0.9534 -0.416
H -5.2839 4.3608 -2.2224 0.317
C -1.1348 0.2551 -7.0003 -0.458
H -0.1846 0.4115 -6.4988 0.425
C 3.0408 -2.0505 8.1209 -0.776
C 3.8199 -0.6180 6.3512 0.211
H -2.1270 3.7342 -3.3255 0.409
As 2.3467 0.4826 4.1659 0.179
C 6.0172 0.6574 6.1640 -0.985
H -3.6775 3.4074 -0.7328 0.391
H 6.8550 2.8420 3.6306 0.446
H 1.2996 -3.5954 2.0943 0.369
C -1.6417 1.1590 -7.9097 -0.586
I 4.3455 1.3394 0.2313 -0.730
H 1.0057 -1.8221 2.1554 0.396
O -4.1316 -1.7738 -4.3764 -0.663
H 0.4591 -4.7543 0.3655 0.452
H -1.4083 2.8614 0.2241 0.300
C -0.3824 -4.0912 0.0972 -0.842
H -3.6440 -2.0192 -7.3034 0.345
C 6.3033 2.1547 4.2470 -1.032
H 1.7236 -3.6226 -2.7091 0.390
H 2.3497 -0.5339 -0.1629 -0.505
C -4.0844 0.6617 -2.6799 -0.344
H -1.0640 2.0671 -8.1013 0.291
N 1.7809 -1.3466 -0.4884 0.583
O -5.2096 -2.0392 -1.6775 -0.730
C -5.0207 3.2877 -2.3363 -0.332
C -5.1722 1.1630 -3.4711 -0.425
N -0.2633 -2.8857 0.9215 -0.359
H 6.5086 0.1990 7.0275 0.270
H 3.3419 2.9998 5.7327 0.368
C 2.1304 -1.6093 -1.8674 -0.972
O -0.0643 -1.7947 -5.6231 -0.647
C -4.0279 2.7493 -1.5272 -0.712
Bi -0.8028 -0.7508 -0.3959 2.738
H -4.6997 -0.1307 -8.4483 0.310
C -0.4676 2.9663 6.1356 -0.511
H -2.2247 -3.7384 -7.0174 0.530
H 2.2196 4.6785 7.1666 0.352
C 0.4016 1.8202 -1.9797 -1.575
C -1.8277 -3.4337 -6.0615 -1.388
C -1.1636 3.2389 -3.2007 -1.608
```

Total energy   -7758.22793 Ha
LUMO energy   3.8599 eV
Total charge   -2
Gap between HOMO and LUMO   5.8 eV
Largest force on an atom   0.05736 Eh/bohr



2.
Entry from OMol25: a cluster of 2 separate species, C16H32IN4O2 in total (wB97M-V/def2-TZVPD).

```
55
Properties=species:S:1:pos:R:3:mulliken_charge:R:1
H 2.2868 2.0350 1.6991 0.227
C 2.0402 2.3071 -0.4469 -0.573
H -5.1688 0.0476 -1.2903 0.451
H -2.1143 -2.1596 2.4614 0.249
H 1.0638 0.0487 1.9215 0.466
H 4.3978 -1.7817 -2.4700 -0.053
C -4.2517 -0.3940 0.5722 -0.291
H -1.4659 0.3629 -1.4200 0.478
H -5.0815 -1.0635 0.8037 0.390
N -1.1431 -1.9109 2.3117 -0.703
C -1.8012 -0.5689 0.3653 0.035
H 8.1374 -3.2550 -2.1061 0.300
C 7.3792 -2.9666 -2.8310 -0.910
C -3.9622 2.6858 1.4284 0.625
H -0.7091 -1.8762 3.2262 0.325
H -5.5624 2.5019 -0.8379 0.385
C 5.9002 -3.2980 -0.8990 0.126
C 1.0275 1.2758 -0.9468 -0.820
H 6.8359 -3.5623 -0.3809 0.273
H -4.2437 2.3581 3.5369 0.380
C 0.0499 0.8174 0.1171 -0.202
N -5.3315 2.2926 1.2683 -0.354
H -5.8866 3.1456 1.3207 0.314
H 3.7785 2.4640 0.8450 0.391
H -2.7167 1.7863 2.8738 -0.007
H 7.6183 -1.9705 -3.2076 0.329
N 6.0772 -2.9756 -2.1952 0.115
H 5.1728 -2.3602 -3.9749 0.354
O -3.2576 3.0242 0.5036 -0.570
H 3.1307 0.8300 0.7236 0.318
H 0.4479 1.7571 -1.7396 0.501
C -3.4427 2.6017 2.8410 -0.867
H -0.2888 1.6964 0.6846 0.244
H 4.1936 -3.4575 -2.9726 0.332
H -3.0848 -2.2587 0.4835 0.418
C -1.0334 -0.6193 1.6568 1.280
N -1.1771 0.1999 -0.4623 0.283
H 0.7857 -1.1602 0.6304 0.297
C -4.6627 0.6131 -0.5000 -0.621
H 1.5006 3.2366 -0.2363 0.410
H -6.6488 1.3662 -0.0482 0.448
H -2.9469 3.5307 3.1194 0.371
H -3.9797 0.0943 1.5122 0.319
H 2.7202 2.5151 -1.2751 0.417
H -1.3075 0.2284 2.3058 -0.265
I 1.9889 -0.3825 -1.9012 0.248
C 2.8577 1.8877 0.7778 -1.079
C 0.3823 -0.2829 1.1407 -1.151
H -3.1612 -1.3460 -1.0394 0.474
H -3.7802 1.0634 -0.9623 0.161
O 4.8184 -3.2904 -0.3409 -0.580
C -5.6168 1.7213 -0.0716 -0.891
C -3.0673 -1.2608 0.0464 -1.419
C 4.8952 -2.6220 -2.9573 -0.706
H 7.4080 -3.6717 -3.6634 0.330
```

Total energy   -1295.83763 Ha
LUMO energy   -3.4852 eV
Total charge   +1
Gap between HOMO and LUMO   7.6 eV
Largest force on an atom   0.01723 Eh/bohr
Relative energy (zero: lowest compared OMol25 entry of this formula, charge and spin)   5.0 kcal per mole



3.
Entry from OMol25: a cluster of 2 separate species, C26H39NO10PS in total in a non-equilibrium geometry (wB97M-V/def2-TZVPD).

```
78
Properties=species:S:1:pos:R:3:mulliken_charge:R:1
H -5.6476 2.5499 -0.3423 0.377
C -2.4608 -0.5007 -1.3367 -1.405
H 1.8260 -4.1336 -1.4865 0.324
C -4.6878 2.4678 0.1705 -0.323
O 0.3185 -0.8829 2.1614 -0.384
H 1.9247 -0.9016 -1.8059 0.097
H 3.0923 4.8307 3.0391 0.448
C 2.7947 -3.8497 -1.0846 -0.715
H 2.3446 3.3602 -1.1353 0.527
C 4.2326 -4.0224 -4.9369 -0.957
C -1.7399 0.4039 3.5149 -1.267
H -6.7212 -1.6456 -1.4633 0.421
H 0.8231 2.6443 -1.5542 0.451
C 4.6917 -0.7486 2.9503 -0.581
H 0.9981 -2.2284 -1.1381 0.362
H -0.6774 1.3374 -0.6551 0.832
H 2.5938 -1.0347 3.0718 0.454
H -5.6105 -2.0793 -0.1847 0.246
C -4.0847 3.8702 0.3104 -0.956
C 5.5975 -0.4555 0.9088 -0.602
H -1.5336 -0.6865 0.6072 0.307
H 6.4853 -0.3036 0.3028 0.409
C 1.7697 4.2795 1.2955 -0.661
H -4.8185 2.0361 1.1612 0.344
C 2.8603 -3.3191 -4.7976 0.630
C -1.2282 -0.7020 -0.4371 -0.307
H 4.3139 -4.8766 -4.2625 0.285
O -5.2127 -0.3217 -1.2567 -0.349
H -1.6964 -0.6447 3.2386 0.362
C -6.1304 -1.2386 -0.6403 -0.239
C 0.9920 0.4387 0.3140 3.111
H 2.6781 1.1160 -0.8149 0.385
C -7.0758 -0.5629 0.3513 -0.943
C 1.9039 -1.6422 -1.0005 -1.854
H -2.7563 -1.4234 -1.8358 0.392
C -0.1610 0.3778 -0.6808 -2.800
H -6.7282 -0.7431 1.3694 0.244
C 2.0190 1.5578 -0.0684 -1.327
H 0.2201 0.2717 -1.6978 0.816
H -7.1126 0.5120 0.1893 0.197
H -1.3688 0.5883 4.5191 0.438
O -3.7992 1.6654 -0.6187 -0.325
C 3.2266 -0.7791 1.0228 0.140
H -0.8555 -1.7055 -0.6329 0.505
H -3.0156 3.8413 0.1082 0.076
H 4.3212 -0.4782 -0.8128 0.469
C 1.4790 2.8450 -0.7073 -1.261
S -0.8515 1.4414 2.3752 1.509
N 5.7850 -0.5352 2.2238 -0.669
C 4.3779 -0.5576 0.2617 -0.271
C 1.8572 -0.8976 0.3699 3.025
H -4.5312 4.5739 -0.3935 0.322
O 3.0276 -2.4490 -1.1818 -0.339
O -1.7362 1.7693 1.2850 -0.660
H -8.0747 -0.9942 0.2815 0.376
H 4.8065 -0.8343 4.0244 0.414
O -0.3263 2.5624 3.1177 -0.752
H 2.5975 1.8547 0.8057 0.358
O 0.9104 -2.9213 1.4716 -0.566
C 1.0162 -1.7476 1.3393 -0.510
O 2.0691 -3.8089 -3.9565 -0.676
H -2.7756 0.7339 3.4393 0.375
P -3.8961 0.0836 -0.4182 1.102
H 4.3663 -4.3677 -5.9642 0.331
C 2.4816 4.4802 2.2425 -0.031
H 5.0321 -3.3131 -4.7119 0.185
C 0.8334 3.8534 0.2542 0.285
H -2.2617 0.2413 -2.1142 0.453
H -0.1052 3.5116 0.6879 -0.375
O -3.9745 -0.3911 0.9758 -0.740
H -4.2270 4.2577 1.3187 0.319
C 0.6000 0.4678 1.8157 -1.120
O 2.6900 -2.3259 -5.5370 -0.745
H 1.4005 0.8631 2.4431 0.627
H 3.5674 -4.3258 -1.6835 0.263
H 2.9450 -4.1858 -0.0512 0.203
H 0.5863 4.7436 -0.3360 0.497
C 3.4255 -0.8664 2.3961 -0.581
```

Total energy   -2560.88282 Ha
LUMO energy   2.0723 eV
Total charge   -1
Gap between HOMO and LUMO   6.3 eV
Largest force on an atom   0.03670 Eh/bohr



4.
Entry from OMol25: a structure of composition C26H26F6N2OPPdS2Se in a non-equilibrium geometry (wB97M-V/def2-TZVPD).

```
66
Properties=species:S:1:pos:R:3:lowdin_spin:R:1
C 4.7642 -0.5861 3.8146 0.000
H -0.0991 -4.0728 2.4607 0.000
C -4.8508 0.9778 0.2171 0.002
Se 0.4648 0.6921 -2.3568 0.595
H 4.3816 3.1209 -4.1128 0.001
N -3.6248 2.8041 1.1659 -0.001
H -0.8201 3.6238 -1.3713 0.000
H -2.2453 -3.6133 3.5944 0.000
C 0.5072 -2.0259 2.4312 0.001
C 1.4679 4.6049 -3.2634 0.000
C 3.3595 3.2260 -3.7599 0.001
C -4.7891 2.1959 0.8931 -0.001
C 3.5701 5.7229 -4.0821 0.001
Pd -0.4226 0.5578 0.0098 0.296
C -2.5277 2.1836 0.7549 -0.011
C -6.0261 2.8979 1.3711 0.000
F -0.6377 -3.8846 -0.0282 0.000
C 3.3942 -0.0051 5.7129 0.000
C -0.3568 -3.0589 2.7373 0.000
F -1.8061 -1.4285 -1.7694 0.000
C 2.6592 2.0835 -3.3897 0.019
C 3.7228 -0.2504 2.9543 0.000
H 5.7018 -0.9471 3.4083 0.000
O 1.7072 0.4044 0.9789 0.032
C -3.6601 0.4037 -0.1665 0.003
S 1.1936 0.6491 2.4082 0.004
H 3.1760 6.1526 -5.0068 0.000
H -1.3331 0.5777 3.6360 0.000
H -6.9313 2.3827 1.0533 0.000
H -5.7948 0.4956 0.0007 0.000
H 5.4189 -0.7134 5.8522 0.000
C 2.7902 4.4919 -3.6881 0.005
C 1.3445 2.2431 -2.9113 0.061
C 2.5301 0.1944 3.4982 0.004
H 3.4023 0.2267 -2.5435 0.006
C -0.7159 3.6932 -2.4577 0.013
S -0.9128 2.7787 1.0017 -0.126
C 2.3490 0.3288 4.8682 0.001
H 1.4424 -2.2092 1.9158 0.000
C 4.6022 -0.4603 5.1865 0.000
H -1.3685 2.9357 -2.8914 0.006
F -0.5705 -3.2926 -2.2342 0.000
H 2.7597 0.0703 -4.1676 0.007
H 3.8235 -0.3337 1.8777 0.000
H -1.0771 4.6737 -2.7702 0.000
C -1.5674 -2.7961 3.3774 0.001
H -6.0131 2.9561 2.4617 0.000
C 3.3258 0.7309 -3.5081 0.025
P -1.2488 -2.7027 -0.9161 0.000
H -6.0385 3.9212 0.9932 0.000
C -1.0693 -0.4487 3.4011 0.001
H 1.0007 5.5858 -3.2358 0.000
N -2.5119 1.0216 0.1054 0.035
H 3.4992 6.4931 -3.3112 0.000
C 0.7213 3.5047 -2.8778 0.016
H -2.8734 -1.3015 4.1957 0.000
F -2.6027 -3.5102 -1.1741 0.000
C 0.1353 -0.7313 2.7735 0.003
H 3.2694 0.0888 6.7848 0.000
H 1.4003 0.6733 5.2700 0.000
H 4.3312 0.8401 -3.9130 0.002
C -1.9253 -1.5001 3.7113 0.000
H -3.5911 -0.5459 -0.6853 0.001
F -1.8661 -2.0163 0.4133 0.001
F 0.1402 -1.8067 -0.6394 -0.005
H 4.6234 5.4931 -4.2409 0.000
```

Total energy   -5457.52556 Ha
LUMO energy (spin up / spin down)   -2.5552 / -2.3735 eV
Total charge   0
Gap between HOMO and LUMO (spin up / spin down)   5.2 / 5.3 eV
2S+1   2
Largest force on an atom   0.03291 Eh/bohr
Relative energy (zero: lowest compared OMol25 entry of this formula, charge and spin)   25.7 kcal per mole



5.
Entry from OMol25: a structure of composition C48H44BiN7O5 (wB97M-V/def2-TZVPD).

```
105
Properties=species:S:1:pos:R:3:mulliken_charge:R:1
C 1.8863 -2.7103 5.6565 -0.762
C 0.5479 2.6151 -1.8627 3.557
H -0.4815 2.9537 -3.6267 0.282
C 1.8418 -2.1904 2.8948 0.190
H 4.2724 1.7467 3.3133 0.520
C -6.3512 2.3801 -1.3146 -0.491
H 3.1077 1.3384 1.1202 0.739
C 2.4845 1.3395 4.4448 -1.005
C -5.1284 1.0197 0.2494 -0.579
O -1.6482 0.7797 -0.7363 0.116
C 2.0336 2.2475 -1.9368 -0.346
H -7.2584 1.2528 0.2705 0.411
C -0.8873 0.6374 2.8956 -0.370
H -1.8429 -3.2805 4.0394 0.424
C 0.2519 4.9037 -1.1696 -0.849
H 1.8903 -2.9219 6.7190 0.416
C -2.4286 -2.2027 -1.6202 0.526
C 3.0440 -2.3002 3.5974 -0.698
C -5.1627 2.7283 -1.9422 -0.935
H -0.2465 -2.7396 5.5307 0.434
H 2.9506 1.4788 5.4120 0.412
H 1.2679 5.2850 -1.3004 0.316
C 4.4585 -1.2465 -0.7583 0.985
C -0.4257 4.7131 -2.5209 -0.654
C -2.4607 -1.1194 -2.6533 0.731
C 4.0749 -2.2088 -2.9765 -0.827
H -3.9623 -3.2089 -2.7301 0.553
C 0.2681 3.4752 -0.6181 -0.215
O 2.5621 1.4796 -1.1680 -0.386
C 2.3467 -2.5061 -1.2769 0.415
H -0.7166 3.2200 -0.2205 0.110
C -1.6133 -3.4497 0.2741 -1.277
N -1.2649 0.2883 1.7208 1.849
O 1.2029 -2.9369 -0.9723 -0.738
H -0.0178 1.6906 -1.8037 -1.965
H -3.0266 2.4483 -1.9776 0.461
H 6.3523 -0.9028 -3.5702 0.397
H -2.8137 0.5628 3.7869 0.444
H 3.9632 -2.2118 3.0377 0.445
H 4.0225 -2.6263 5.4759 0.427
C 1.1415 1.0097 4.3655 -1.023
H -5.1002 0.3594 1.1061 0.477
H 0.0565 -1.9047 -2.3700 0.434
N -2.5622 0.5442 1.3710 -0.982
H 0.5611 0.8807 5.2683 0.350
N 2.9284 -1.7772 0.9787 -0.486
H 2.3261 -3.3875 -3.2551 0.444
C 2.9127 -2.7704 -2.5838 -0.845
H 7.0545 0.6414 0.3553 0.401
C -3.3222 -3.2575 -1.8573 -0.861
C -6.3315 1.5249 -0.2196 -0.824
H -0.2292 5.5211 -3.2252 0.453
C 3.1738 -1.7856 -0.3389 0.134
H -0.4258 0.8149 -4.5694 0.722
C 5.2723 -0.5048 0.1137 -0.747
N 1.7695 -1.9799 1.4830 0.585
H -5.1759 3.3909 -2.7986 0.443
C 0.6505 -2.3427 3.6219 0.465
O 2.7000 2.8500 -2.9167 -0.603
H -2.6149 1.5893 -5.4460 0.436
H -4.0988 -5.1597 -1.2505 0.388
C -3.9376 1.3559 -0.3882 0.142
H -1.8193 -1.5343 4.4046 0.466
H 4.4359 -2.3672 -3.9882 0.365
H -2.0843 2.1578 3.7926 0.296
C 6.8271 -0.0498 -1.6707 -0.668
N 1.2953 0.9582 1.9901 0.348
H -2.5052 -2.1147 2.8695 0.225
Bi 0.0697 -0.7643 0.0009 2.431
C -2.5784 0.8339 -4.6693 -0.996
O -0.4967 -2.1577 2.9238 0.598
C 4.8732 -1.4055 -2.0930 1.070
C 0.5703 0.8300 3.1109 0.785
H 4.9544 -0.3940 1.1427 0.343
C -1.3531 0.4096 -4.1745 -0.529
H 1.0073 3.3009 0.1625 0.120
C 3.0729 -2.5477 4.9612 -0.887
N -0.0484 -0.9323 -2.6459 -0.593
C -3.6751 -0.6816 -3.1722 -0.803
C 6.0560 -0.7905 -2.5325 -0.954
C 0.6774 -2.6108 4.9832 -0.837
H -7.2928 2.7751 -1.6759 0.398
H -1.5093 4.6326 -2.3776 0.171
C -2.5165 -4.4732 0.0311 -1.087
C -1.7287 -2.2817 3.6117 -1.432
H 0.7561 -0.5959 -3.1532 0.230
H -0.8872 -3.5751 1.0626 0.602
C -2.6270 0.8312 0.0868 -0.431
H -0.2955 5.5974 -0.5333 0.441
H -1.4982 0.9419 4.9347 0.512
H 2.0000 3.3458 -3.4014 0.510
H -4.5944 -1.0810 -2.7608 0.479
H -4.7099 0.6002 -4.5427 0.414
C 3.2239 1.4804 3.2824 -0.988
C 6.4379 0.0740 -0.3316 -0.797
C -3.7449 0.2818 -4.1687 -1.019
C 2.5846 1.2620 2.0702 -0.361
C -1.5665 -2.2901 -0.4993 0.934
C -1.2877 -0.5628 -3.1805 0.339
C -3.3920 -4.3670 -1.0352 -0.948
H 7.7260 0.4404 -2.0213 0.399
C -1.8750 1.0930 3.9246 -1.792
C -3.9616 2.2075 -1.4858 0.365
H -2.5167 -5.3592 0.6563 0.480
N 0.1549 3.4485 -3.0161 -0.769
```

Total energy   -2829.63535 Ha
LUMO energy   -0.3859 eV
Total charge   0
Gap between HOMO and LUMO   6.6 eV
Largest force on an atom   0.01286 Eh/bohr
Relative energy (zero: lowest compared OMol25 entry of this formula, charge and spin)   15.2 kcal per mole